35
Properties=species:S:1:pos:R:3:forces:R:3 method="wB97M-V/def2-TZVPD" energy_ev=-16272.006 charge=0 s_squared=0.750 e_above_lowest_ev=0.000 lumo_ev="0.074 / 0.052" multiplicity=2
Cs -0.260 -2.859 -1.822 -0.1 -0.3 -0.4
C -0.331 -2.505 3.019 -0.5 -0.2 0.8
C 0.273 -1.357 2.305 2.1 -0.4 -1.0
C 1.665 -1.002 2.991 -2.4 0.1 0.4
O 2.230 0.202 2.637 1.6 1.1 -1.2
C 1.413 1.335 2.466 -0.1 -0.5 -0.7
N 0.456 -1.788 0.884 -0.2 0.9 0.6
H 0.300 -3.393 2.995 0.1 -0.1 -0.3
H -1.291 -2.725 2.553 -0.1 -0.2 0.3
H -0.416 -2.256 4.077 -0.5 -0.1 0.1
H -0.410 -0.511 2.229 0.1 0.1 0.5
H 2.362 -1.816 2.793 0.1 0.1 -0.1
H 1.509 -0.897 4.065 -0.3 -0.7 0.4
H 2.036 2.186 2.189 0.2 -0.1 0.5
H 0.779 1.537 3.330 0.0 0.1 0.2
H 0.794 1.184 1.582 -0.5 0.1 0.0
H 0.954 -1.028 0.442 0.2 0.2 -0.5
H 1.076 -2.582 0.824 0.3 -0.3 0.3
C 0.643 2.568 -3.355 0.7 -0.7 0.2
C -0.051 1.201 -3.136 0.4 1.1 3.1
C -0.876 1.156 -1.807 -1.6 0.4 -1.3
O -1.321 -0.158 -1.393 0.3 0.6 0.5
C -2.284 -0.088 -0.300 0.0 -0.6 -1.8
N -0.856 0.899 -4.295 0.7 -0.9 0.1
H 1.490 2.709 -2.683 -0.3 0.1 0.6
H -0.007 3.442 -3.332 -0.1 -0.2 -0.1
H 1.186 2.517 -4.299 -0.5 0.1 -0.4
H 0.730 0.480 -2.895 0.4 -0.4 -0.7
H -1.778 1.651 -2.167 -0.5 0.6 0.5
H -0.499 1.699 -0.940 0.5 0.0 -0.2
H -1.953 0.561 0.511 0.1 -0.3 0.1
H -2.525 -1.123 -0.059 0.7 0.0 0.7
H -3.254 0.222 -0.688 0.0 0.8 -0.1
H -1.608 0.277 -4.036 -0.4 -0.1 0.2
H -0.176 0.262 -4.687 -0.4 -0.3 -1.5